[1]
Molecular formula: C14H23FNO4
Method: DFT, wB97M-V/def2-TZVPD

Atoms and positions in Å:
C  -3.57  3.24  -1.64
C  -2.15  3.42  -2.16
C  -1.46  2.07  -2.28
O  -0.06  2.11  -1.98
C  0.25  2.37  -0.70
C  -0.19  1.69  0.36
C  0.25  2.04  1.72
O  0.27  1.22  2.63
C  0.69  3.43  1.93
C  1.13  4.13  0.88
F  1.57  5.38  0.94
C  1.25  3.47  -0.46
O  2.12  3.75  -1.26
H  -3.59  3.00  -0.58
H  -4.07  2.44  -2.17
H  -4.16  4.14  -1.78
H  -2.22  3.87  -3.14
H  -1.61  4.09  -1.49
H  -1.51  1.72  -3.31
H  -1.99  1.33  -1.68
H  -0.86  0.86  0.20
H  0.64  3.86  2.91
C  0.28  -3.77  -0.62
N  0.75  -3.56  0.79
C  1.14  -4.90  1.35
C  -0.37  -3.01  1.60
C  1.96  -2.67  0.87
C  1.77  -1.24  0.43
O  1.40  -1.19  -0.94
H  -0.41  -4.61  -0.62
H  -0.22  -2.88  -0.97
H  1.14  -4.00  -1.24
H  0.27  -5.55  1.32
H  1.47  -4.76  2.37
H  1.94  -5.30  0.74
H  -0.70  -2.07  1.16
H  -0.02  -2.85  2.62
H  -1.19  -3.72  1.60
H  2.73  -3.16  0.26
H  2.28  -2.68  1.91
H  2.73  -0.73  0.57
H  1.03  -0.73  1.05
H  1.29  -0.26  -1.19

Results
2S+1 = 1
Total charge = +1
E = -1002.52816 a.u.
Highest occupied orbital energy = -12.5 eV
Gap between HOMO and LUMO = 8.72 eV

=====

[2]
Molecular formula: C14H23FNbO6S
Method: DFT, wB97M-V/def2-TZVPD

Atoms and positions in Å:
C  1.05  -3.33  0.86
C  1.61  -2.12  0.18
O  2.73  -1.68  0.31
O  0.71  -1.55  -0.64
C  0.58  -0.09  -0.59
C  -0.87  0.32  -0.68
Nb  -2.59  -0.50  0.53
C  -4.10  -1.63  1.66
C  -3.87  1.44  0.37
C  -3.87  1.92  -1.08
F  -5.22  1.22  0.75
S  -1.61  0.44  2.80
C  -2.41  1.91  3.44
O  -0.23  0.89  2.52
O  -1.80  -0.54  3.88
H  0.54  -3.97  0.13
H  1.85  -3.86  1.37
H  0.28  -3.00  1.57
H  1.17  0.30  -1.43
H  1.03  0.28  0.33
H  -1.20  0.24  -1.73
H  -0.88  1.39  -0.41
H  -1.55  -1.92  0.99
H  -3.36  -1.21  -0.94
H  -4.07  -1.37  2.73
H  -5.09  -1.46  1.23
H  -3.88  -2.71  1.60
H  -3.53  2.28  0.99
H  -4.60  2.74  -1.19
H  -2.89  2.30  -1.36
H  -4.15  1.13  -1.78
H  -2.40  2.70  2.68
H  -1.80  2.20  4.30
H  -3.43  1.65  3.74
C  5.89  1.41  -2.11
C  4.77  1.83  -2.69
C  3.62  0.92  -2.90
O  2.60  1.31  -3.43
C  3.75  -0.48  -2.41
C  4.87  -0.90  -1.83
C  6.03  0.00  -1.64
O  7.06  -0.38  -1.12
H  6.75  2.05  -1.95
H  4.64  2.85  -3.04
H  2.88  -1.11  -2.54
H  4.99  -1.91  -1.45

Results
2S+1 = 1
Total charge = -1
E = -1553.53409 a.u.
Highest occupied orbital energy = -5.1 eV
Gap between HOMO and LUMO = 5.68 eV

=====

[3]
Molecular formula: C14H23GeN4STc
Method: DFT, wB97M-V/def2-TZVPD

Atoms and positions in Å:
Tc  -0.71  0.90  0.94
C  5.25  -0.50  0.61
C  4.39  -0.36  -0.64
N  3.41  0.73  -0.54
C  2.21  0.57  0.02
S  1.10  2.00  -0.20
N  1.87  -0.54  0.58
N  0.57  -0.58  1.06
C  0.16  -1.74  1.52
C  0.98  -2.99  1.49
C  -1.19  -1.70  2.03
C  -1.82  -2.79  2.61
C  -3.10  -2.65  3.12
C  -3.73  -1.41  3.04
C  -3.06  -0.37  2.44
N  -1.82  -0.50  1.93
H  6.00  -1.28  0.45
H  4.64  -0.78  1.47
H  5.77  0.43  0.83
H  3.83  -1.27  -0.82
H  5.00  -0.15  -1.52
H  3.67  1.65  -0.85
H  1.92  -2.81  0.98
H  0.44  -3.78  0.97
H  1.20  -3.34  2.50
H  -1.30  -3.73  2.67
H  -3.60  -3.49  3.57
H  -4.73  -1.26  3.43
H  -3.52  0.61  2.35
C  -0.69  2.01  -4.05
Ge  -1.44  2.06  -2.27
C  -3.05  0.97  -2.06
C  -1.70  3.85  -1.57
C  -0.19  1.11  -1.05
H  -1.38  2.45  -4.77
H  -0.49  0.98  -4.35
H  0.24  2.58  -4.07
H  -3.89  1.34  -2.65
H  -3.34  0.98  -1.01
H  -2.84  -0.06  -2.35
H  -2.45  4.39  -2.16
H  -0.77  4.42  -1.62
H  -2.04  3.81  -0.54
H  0.23  0.23  -1.54

Results
<S²> = 0.81
2S+1 = 2
Total charge = +1
E = -3321.91572 a.u.
Energy relative to the best compared isomer or geometry (same formula, charge and spin) = 0.00 kJ/mol
Highest occupied orbital energy (spin up / spin down) = -10.8 / -10.1 eV
Gap between HOMO and LUMO (spin up / spin down) = 6.91 / 6.30 eV

=====

[4]
Molecular formula: C14H23ILaN3O8P2
Method: DFT, wB97M-V/def2-TZVPD

Atoms and positions in Å:
C  1.22  0.47  -5.00
I  3.17  0.72  -4.32
H  1.31  0.34  -6.09
H  0.64  1.37  -4.79
H  0.76  -0.42  -4.56
La  0.61  0.29  -0.04
P  0.56  3.04  -1.39
C  -0.69  4.22  -0.79
C  2.01  3.68  -0.46
H  2.18  4.72  -0.77
H  1.08  4.81  -2.94
H  2.89  3.08  -0.70
H  1.70  3.22  -3.53
H  -0.85  4.10  0.29
H  1.82  3.64  0.62
C  0.86  3.74  -3.04
H  -0.35  5.24  -1.01
H  -0.04  3.62  -3.66
H  -1.65  4.05  -1.30
P  0.92  -2.39  -1.52
C  -0.45  -3.55  -1.14
C  1.35  -2.93  -3.21
H  3.11  -2.54  -0.45
H  2.55  -4.14  -1.01
H  1.87  -3.42  0.48
C  2.24  -3.21  -0.53
H  2.16  -2.30  -3.61
H  1.67  -3.98  -3.20
H  -0.36  -4.46  -1.74
H  -1.40  -3.05  -1.35
H  0.47  -2.83  -3.86
H  -0.45  -3.80  -0.07
C  -1.44  1.13  -0.98
O  -2.54  1.40  -1.24
O  -1.35  -1.77  7.16
N  -1.37  -0.68  6.55
O  -1.18  0.42  7.10
C  -1.63  -0.70  5.13
C  -1.77  -1.95  4.50
C  -1.73  -2.00  3.11
C  -1.35  -0.84  2.38
O  -0.75  -0.96  1.23
C  -1.47  0.44  3.03
C  -1.60  0.50  4.41
N  -1.22  1.61  2.20
O  -2.07  2.43  1.88
O  0.02  1.71  1.74
N  -1.95  -3.23  2.36
O  -1.60  -4.30  2.89
O  -2.48  -3.16  1.23
H  -1.84  -2.87  5.09
H  -1.60  1.47  4.91

Results
2S+1 = 1
Total charge = +2
E = -2324.60830 a.u.
Energy relative to the best compared isomer or geometry (same formula, charge and spin) = 0.00 kJ/mol
Highest occupied orbital energy = -15.1 eV
Gap between HOMO and LUMO = 6.53 eV

=====

[5]
Molecular formula: C14H23IN3O8P2Tm
Method: DFT, wB97M-V/def2-TZVPD

Atoms and positions in Å:
C  -0.12  -0.02  -7.03
I  -0.60  0.09  -4.93
H  0.96  0.08  -7.14
H  -0.63  0.78  -7.57
H  -0.45  -0.99  -7.42
Tm  0.63  0.04  -0.69
P  0.17  2.50  -1.39
C  -1.39  3.33  -1.66
C  0.88  3.17  0.18
H  1.02  4.25  0.08
H  1.48  4.07  -2.67
H  1.84  2.69  0.45
H  2.33  2.49  -2.51
H  -2.08  3.07  -0.85
H  0.20  2.97  1.02
C  1.36  2.98  -2.68
H  -1.23  4.41  -1.71
H  0.97  2.62  -3.65
H  -1.81  2.95  -2.61
P  0.21  -2.51  -1.03
C  -1.34  -3.39  -1.16
C  1.41  -3.17  -2.23
H  1.88  -2.41  0.81
H  1.09  -4.03  0.69
H  0.23  -2.63  1.43
C  0.92  -2.94  0.63
H  2.37  -2.64  -2.13
H  1.54  -4.24  -2.06
H  -1.17  -4.47  -1.05
H  -1.77  -3.16  -2.15
H  1.02  -2.97  -3.24
H  -2.04  -3.01  -0.40
C  -1.91  -0.04  -1.44
O  -3.01  -0.03  -1.79
O  0.63  0.40  7.26
N  -0.37  0.05  6.60
O  -1.46  -0.31  7.11
C  -0.27  0.06  5.14
C  0.95  0.44  4.55
C  1.07  0.41  3.17
C  -0.10  0.08  2.43
O  -0.06  0.12  1.12
C  -1.30  -0.34  3.02
C  -1.38  -0.34  4.39
N  -2.43  -0.81  2.20
O  -3.43  -1.09  2.89
O  -2.40  -0.96  0.94
N  2.34  0.71  2.51
O  3.21  1.14  3.29
O  2.55  0.55  1.26
H  1.80  0.73  5.15
H  -2.30  -0.64  4.86

Results
<S²> = 2.00
2S+1 = 3
Total charge = +2
E = -3378.24034 a.u.
Highest occupied orbital energy (spin up / spin down) = -15.3 / -15.3 eV
Gap between HOMO and LUMO (spin up / spin down) = 7.76 / 7.77 eV